# C2H12N2O3

A 4-piece molecular cluster, C2H12N2O3 overall at a distorted geometry (ωB97M-V with the def2-TZVPD basis set, OMol25).

```
19
Properties=species:S:1:pos:R:3:forces:R:3
C -1.32154 2.43348 -2.66223 2.529 -0.020 1.074
N -3.27596 2.18768 -0.55262 1.802 -5.775 -1.901
C -2.53135 1.09790 -1.07955 -1.335 -0.589 1.993
N -1.47629 1.13293 -1.85311 -0.819 3.720 -0.621
H -0.26176 2.41428 -2.99119 -0.414 0.165 0.647
H -1.47139 3.45476 -2.06557 -0.192 -2.438 -1.118
H -1.77826 2.38357 -3.62890 -1.293 0.012 -0.230
H -2.90054 3.05751 -0.47629 1.550 3.167 -0.433
H -3.81152 1.98283 0.24340 -1.218 -0.707 1.141
H -2.71752 -0.01673 -0.73390 -0.604 2.470 -0.531
H 1.60700 1.95091 7.20059 -0.285 -0.125 -0.216
H 1.58853 2.31226 5.75661 1.215 1.169 -1.681
O 1.09696 1.84711 6.38315 -0.929 -1.040 1.886
H 4.01027 -4.64063 1.71373 -0.029 2.439 -1.691
H 3.40062 -4.73658 0.41414 0.147 1.142 -0.624
O 3.83408 -4.00368 0.90751 -0.134 -3.539 2.251
H 2.30456 -4.46790 -2.93850 -0.253 0.188 2.092
H 1.43959 -3.98449 -1.70323 -0.334 0.157 -0.156
O 2.26451 -4.40521 -1.93405 0.597 -0.396 -1.883
```
Forces are in eV/Å.

Results
Net charge = +1
Largest force on an atom = 6.3 eV Å⁻¹
Kohn-Sham gap (alpha / beta) = 8.0132 / 3.8600 eV
Electronic energy = -418.2251 a.u.
Lowest unoccupied orbital energy (alpha / beta) = -4.712 / -8.865 eV
Energy relative to the best compared isomer or geometry (same formula, charge and spin) = 76.0 kcal per mole
2S+1 = 2
Expectation value of S² = 0.767
HOMO (alpha / beta) = -0.46763 / -0.46763 Ha

Results of the natural (NBO) charge analysis, in e, for atoms 1 through 5:
1 C -0.525
2 N -0.589
3 C 0.287
4 N -0.077
5 H 0.261